#one
C52H56As2KN2O5P | wB97M-V/def2-TZVPD

Geometry as XYZ:
```
119
C52H56As2KN2O5P | the OMol25 dataset | wB97M-V/def2-TZVPD
K 1.4465 0.9732 0.4013
O -0.0743 4.1174 4.0193
C -0.1905 3.5542 2.9153
O -1.1348 3.6426 2.0838
C 0.9171 2.5758 2.4616
O 1.8347 3.0053 1.7129
O 0.7756 1.3506 2.7595
C -2.5701 1.1823 0.1010
C -1.5052 0.1966 0.5603
As -2.0500 -0.9408 2.0870
C -3.4455 -1.9641 1.1508
C -4.3062 -2.7596 1.9085
C -5.2587 -3.5670 1.3056
C -5.3607 -3.6062 -0.0795
C -4.5038 -2.8315 -0.8466
C -3.5557 -2.0183 -0.2369
C -3.2259 0.2798 3.0676
C -2.6049 1.1638 3.9425
C -3.3481 2.1240 4.6188
C -4.7224 2.1804 4.4490
C -5.3533 1.2891 3.5902
C -4.6078 0.3482 2.8952
As -2.5854 1.7531 -1.7911
C -1.2475 3.1750 -1.8707
C -0.4082 3.4943 -0.8145
C 0.4658 4.5719 -0.8972
C 0.5275 5.3203 -2.0620
C -0.2825 4.9864 -3.1431
C -1.1653 3.9215 -3.0458
C -4.1023 2.9734 -1.4863
C -4.0436 3.9639 -0.5044
C -5.1393 4.7795 -0.2672
C -6.3053 4.6222 -1.0084
C -6.3727 3.6423 -1.9865
C -5.2736 2.8221 -2.2198
H -2.5296 2.0664 0.7417
H -3.5751 0.7608 0.2018
H -0.6448 0.7478 0.9427
H -1.1524 -0.4907 -0.2125
H -4.2340 -2.7375 2.9912
H -5.9211 -4.1687 1.9171
H -6.1015 -4.2376 -0.5555
H -4.5708 -2.8536 -1.9279
H -2.9008 -1.4220 -0.8616
H -1.5257 1.1462 4.0527
H -2.8243 2.8533 5.2239
H -5.3023 2.9377 4.9647
H -6.4263 1.3419 3.4395
H -5.1083 -0.3212 2.2052
H -0.4423 2.9502 0.1186
H 1.0890 4.7859 -0.0364
H 1.2095 6.1600 -2.1363
H -0.2297 5.5612 -4.0612
H -1.8048 3.6758 -3.8889
H -3.1435 4.0948 0.0901
H -5.0823 5.5348 0.5071
H -7.1605 5.2603 -0.8176
H -7.2797 3.5108 -2.5654
H -5.3300 2.0507 -2.9809
O -0.1826 -0.6596 -2.4592
C 0.1150 -0.1004 -3.7069
C 1.1829 0.9752 -3.6836
C 1.7942 1.3756 -4.8692
C 2.7657 2.3582 -4.8226
C 3.1045 2.9069 -3.5946
C 2.4431 2.4431 -2.4706
N 1.5029 1.5034 -2.5113
H 0.6668 -0.8963 -2.0277
H -0.8133 0.3416 -4.0851
H 0.4288 -0.8686 -4.4292
H 1.5150 0.9078 -5.8059
H 3.2590 2.6871 -5.7296
H 3.8596 3.6764 -3.5060
H 2.6663 2.8480 -1.4877
N 4.0734 -6.0252 -7.4072
C 3.8519 -5.3300 -6.5154
C 3.5817 -4.4666 -5.4086
C 2.2673 -4.2480 -4.9843
C 2.0115 -3.4127 -3.9183
C 3.0557 -2.7596 -3.2352
C 4.3712 -2.9931 -3.6761
C 4.6313 -3.8296 -4.7400
C 2.7830 -1.8898 -2.1495
C 2.5450 -1.1310 -1.2022
H 1.4527 -4.7410 -5.4994
H 0.9952 -3.2432 -3.5851
H 5.1814 -2.4951 -3.1606
H 5.6495 -3.9975 -5.0675
C 1.2407 -1.3400 4.5336
C 2.6523 -1.5969 3.9941
C 3.2820 -2.7814 4.7298
P 2.5953 -1.5729 2.1231
C 4.3494 -1.1205 1.6414
C 5.4988 -1.6129 2.5214
C 4.4510 0.4028 1.5096
C 2.4322 -3.3302 1.5206
C 1.1189 -3.9273 2.0305
C 3.5858 -4.3205 1.6650
H 1.2711 -1.2069 5.6205
H 0.5778 -2.1825 4.3200
H 0.8146 -0.4449 4.0818
H 3.2410 -0.6975 4.2165
H 2.6838 -3.6847 4.5932
H 3.3063 -2.5737 5.8053
H 4.2979 -3.0002 4.4091
H 4.4506 -1.5503 0.6398
H 5.4426 -1.1744 3.5207
H 6.4547 -1.3010 2.0865
H 5.5201 -2.6959 2.6288
H 4.1554 0.9081 2.4332
H 3.8247 0.8040 0.7155
H 5.4821 0.6939 1.2835
H 2.3061 -3.1450 0.4477
H 1.1826 -4.2003 3.0866
H 0.8704 -4.8338 1.4701
H 0.2923 -3.2220 1.9219
H 3.8226 -4.5376 2.7077
H 4.4887 -3.9533 1.1758
H 3.3172 -5.2673 1.1831
```

- HOMO level: -0.076 hartree
- Kohn-Sham gap: 5.8 eV
- Charge: -2
- Molar mass: 1008.95 u

=====

#two
C52H56As2KN2O5P | wB97M-V/def2-TZVPD

Geometry as XYZ:
```
119
C52H56As2KN2O5P | the OMol25 dataset | wB97M-V/def2-TZVPD
K -0.8076 -0.2567 0.0157
O -2.7264 -3.0431 -1.5104
C -2.2128 -1.9129 -1.5903
O -2.6641 -0.8155 -1.1095
C -0.8169 -1.7722 -2.2790
O -0.7215 -1.7624 -3.5246
O 0.1359 -1.6269 -1.4401
C 3.2753 -1.2178 1.7631
C 3.3270 -1.4137 0.2416
As 2.2420 -2.9717 -0.3035
C 2.7383 -3.0215 -2.1988
C 3.6438 -2.1582 -2.8074
C 3.9277 -2.2660 -4.1668
C 3.2974 -3.2342 -4.9366
C 2.3712 -4.0850 -4.3418
C 2.0975 -3.9772 -2.9876
C 3.5798 -4.3447 0.2581
C 4.8823 -4.4396 -0.2328
C 5.7274 -5.4667 0.1705
C 5.2786 -6.4253 1.0761
C 3.9837 -6.3459 1.5726
C 3.1432 -5.3140 1.1620
As 1.4027 -0.6760 2.3296
C 0.8570 -2.5010 2.8981
C 1.5060 -3.2195 3.8969
C 1.1086 -4.5141 4.2255
C 0.0461 -5.1059 3.5550
C -0.6139 -4.3979 2.5549
C -0.2114 -3.1102 2.2340
C 1.9761 0.0166 4.1068
C 1.1757 0.9170 4.8175
C 1.5906 1.4527 6.0305
C 2.8232 1.1033 6.5714
C 3.6365 0.2184 5.8769
C 3.2171 -0.3092 4.6575
H 3.9745 -0.4338 2.0543
H 3.5854 -2.1385 2.2618
H 4.3517 -1.5584 -0.1001
H 2.9158 -0.5416 -0.2732
H 4.1190 -1.3713 -2.2361
H 4.6350 -1.5837 -4.6232
H 3.5066 -3.3097 -5.9966
H 1.8443 -4.8173 -4.9415
H 1.3427 -4.6125 -2.5403
H 5.2387 -3.7086 -0.9520
H 6.7348 -5.5267 -0.2259
H 5.9342 -7.2311 1.3872
H 3.6233 -7.0896 2.2752
H 2.1320 -5.2533 1.5516
H 2.3322 -2.7743 4.4375
H 1.6346 -5.0570 5.0026
H -0.2647 -6.1139 3.8059
H -1.4417 -4.8434 2.0166
H -0.7410 -2.5856 1.4462
H 0.2065 1.1736 4.4166
H 0.9423 2.1425 6.5602
H 3.1436 1.5125 7.5237
H 4.6008 -0.0673 6.2814
H 3.8838 -0.9838 4.1375
O -1.0596 1.7643 1.3155
C -0.8654 3.0202 1.8875
C 0.5417 3.2952 2.3963
C 0.7406 4.2845 3.3613
C 2.0184 4.5456 3.8071
C 3.0706 3.8118 3.2833
C 2.7780 2.8460 2.3337
N 1.5483 2.5909 1.8930
H -1.0007 1.0810 2.0463
H -1.5670 3.1811 2.7161
H -1.0914 3.7759 1.1269
H -0.1108 4.8245 3.7613
H 2.1929 5.3009 4.5641
H 4.0911 3.9791 3.6028
H 3.5706 2.2388 1.8999
N -9.0831 -2.1831 2.5907
C -7.9571 -1.9479 2.6426
C -6.5454 -1.6467 2.7357
C -5.8112 -1.2960 1.6034
C -4.4659 -0.9932 1.7046
C -3.8220 -1.0298 2.9514
C -4.5625 -1.4133 4.0790
C -5.9076 -1.7140 3.9756
C -2.4381 -0.6740 3.0712
C -1.2709 -0.3141 3.1758
H -6.3009 -1.2735 0.6382
H -3.8867 -0.7642 0.8130
H -4.0581 -1.4654 5.0339
H -6.4773 -2.0037 4.8486
C -3.3976 0.0431 -4.2457
C -2.1785 0.9122 -4.5931
C -2.6443 2.0250 -5.5382
P -1.2191 1.3216 -3.0343
C 0.4996 1.8534 -3.6475
C 0.6873 2.2337 -5.1178
C 1.4985 0.7333 -3.2993
C -1.8409 2.9813 -2.4155
C -3.2872 2.8171 -1.9177
C -1.6851 4.2548 -3.2489
H -3.8662 -0.3174 -5.1698
H -4.1457 0.6103 -3.6819
H -3.1160 -0.8202 -3.6494
H -1.4764 0.2530 -5.1108
H -3.4694 2.5879 -5.0915
H -3.0301 1.5687 -6.4592
H -1.8651 2.7276 -5.8205
H 0.7430 2.7241 -3.0284
H 0.3873 1.4106 -5.7743
H 1.7494 2.4328 -5.3119
H 0.1304 3.1260 -5.4046
H 1.2172 -0.2096 -3.7785
H 1.5141 0.5272 -2.2268
H 2.5133 1.0089 -3.6209
H -1.2097 3.1006 -1.5252
H -3.9876 2.8255 -2.7593
H -3.5678 3.6360 -1.2436
H -3.4134 1.8698 -1.3839
H -2.3676 4.2693 -4.0984
H -0.6664 4.3770 -3.6272
H -1.9128 5.1340 -2.6301
```

- HOMO level: -0.079 hartree
- Kohn-Sham gap: 5.8 eV
- Charge: -2
- Molar mass: 1008.95 u

=====

Relative energies, in kcal/mol, with the most stable structure set to zero: #one 0.0; #two 30.5.

=====

#one
C4H25NO10 | wB97M-V/def2-TZVPD

Geometry as XYZ:
```
40
C4H25NO10 | the OMol25 dataset | wB97M-V/def2-TZVPD
O -1.5423 1.2980 -2.0457
C -0.5006 1.9039 -2.0432
C 0.8481 1.3426 -2.3915
C 1.5814 1.1353 -1.0761
N 0.8944 0.2267 -0.1260
C 1.6803 -0.9691 0.2185
O 1.2965 -2.0666 -0.5981
H -0.4748 3.0063 -1.9722
H 1.4569 1.8830 -3.1131
H 0.6887 0.4265 -2.9673
H 1.8203 2.0492 -0.4826
H 2.5779 0.7059 -1.2246
H 0.0041 -0.0511 -0.5242
H 1.4868 -1.2495 1.2584
H 2.7301 -0.8254 -0.0488
H 0.4332 -2.3866 -0.3019
O 0.1624 2.3015 1.7526
H 0.4281 1.4314 1.4244
H -0.7384 2.5632 1.4821
O 0.0268 -3.6587 -2.0496
H -0.9050 -3.3779 -1.9031
H 0.1419 -3.7717 -3.0007
O -2.6774 2.5879 1.7474
H -2.7869 2.2700 2.6404
H -3.4341 2.8084 1.1954
O -1.4607 -0.8299 4.1618
H -1.5417 -1.7532 4.4084
H -0.6606 -0.5274 4.5893
O 1.5819 1.8920 4.3089
H 2.4111 2.0250 3.8336
H 1.0117 2.4051 3.7100
O -2.2969 -0.4297 0.3557
H -2.6247 0.4468 0.0961
H -1.6618 -0.1856 1.0399
O -2.1128 -2.0270 -1.6233
H -2.0050 -1.1391 -1.1895
H -2.7495 -2.4723 -1.0590
O 2.2203 -2.0971 -3.1167
H 1.7589 -2.1428 -2.2449
H 2.9313 -2.7480 -3.1206
```

- HOMO level: -0.353 hartree
- Structure (SMILES): O=CCCNCO.O.O.O.O.O.O.O.O
- Kohn-Sham gap: 9.8 eV
- Molar mass: 247.24 u

=====

#two
C4H25NO10 | wB97M-V/def2-TZVPD

Geometry as XYZ:
```
40
C4H25NO10 | the OMol25 dataset | wB97M-V/def2-TZVPD
C 1.0377 -0.9794 2.6892
C 0.9522 -0.0143 1.4872
O -0.1345 -0.3889 0.7163
C 0.6304 1.4108 2.1876
N 0.5126 2.4367 1.1320
C -0.5239 2.6242 0.2991
O -1.5294 1.9120 0.3229
H 0.0598 -0.9772 3.1656
H 1.7836 -0.5605 3.3690
H 1.3123 -1.9684 2.3232
H 1.8418 0.2864 0.9615
H -0.9392 0.1370 0.8140
H -0.2866 1.2543 2.7668
H 1.5383 1.7051 2.7373
H 1.3242 3.0181 1.0001
H -0.4308 3.4288 -0.4439
O 1.2557 -2.5909 -1.9230
H 0.9465 -2.6915 -2.8291
H 0.4945 -2.5026 -1.3342
O 2.6903 2.4710 -0.9314
H 2.2891 2.3460 -1.8035
H 3.0378 1.5898 -0.7293
O -2.4247 -2.4993 -0.0092
H -2.2191 -3.4086 -0.2256
H -1.7352 -1.8468 -0.1705
O -3.1588 0.9732 -1.7243
H -3.8087 1.6066 -1.3873
H -2.4497 0.9087 -1.0801
O -1.1703 -1.5905 -2.4240
H -0.9921 -0.6643 -2.6320
H -1.9059 -1.5552 -1.8028
O 0.5543 0.8423 -2.0820
H 0.2710 1.0460 -1.1748
H 1.3387 0.2868 -1.9246
O -3.3851 -1.0223 2.0392
H -3.6843 -0.4041 1.3712
H -2.9509 -1.7272 1.5235
O 3.0384 -0.7194 -1.1992
H 3.9941 -0.8479 -1.1488
H 2.8259 -1.3245 -1.9261
```

- HOMO level: -0.364 hartree
- Structure (SMILES): C[C@@H](O)CNC=O.O.O.O.O.O.O.O.O
- Kohn-Sham gap: 10.1 eV
- Molar mass: 247.24 u

=====

Relative energies, in kcal/mol, with the most stable structure set to zero: #one 25.6; #two 0.0.

=====

#one
C5H7ClO | wB97M-V/def2-TZVPD

Geometry as XYZ:
```
14
C5H7ClO | the OMol25 dataset | wB97M-V/def2-TZVPD
O 1.8237 1.6876 0.2161
C 1.2553 0.3893 0.1574
Cl 2.5992 -0.8261 -0.1342
C 0.5476 0.0321 1.4425
C -0.5691 -0.6659 1.2572
C -0.8349 -0.7068 -0.2279
C 0.2086 0.2672 -0.8492
H 1.9279 2.1545 -0.5958
H 0.7791 0.4603 2.3734
H -1.1644 -1.1645 1.9339
H -0.9181 -1.6251 -0.8242
H -1.7779 -0.2582 -0.2283
H 0.7242 0.0268 -1.7994
H -0.1445 1.2845 -0.8729
```

- HOMO level: -0.356 hartree
- Structure (SMILES): O[C@@]1(Cl)C=CCC1
- Kohn-Sham gap: 10.6 eV
- Molar mass: 118.56 u

=====

#two
C5H7ClO | wB97M-V/def2-TZVPD

Geometry as XYZ:
```
14
C5H7ClO | the OMol25 dataset | wB97M-V/def2-TZVPD
C -2.7673 -1.5519 -0.6642
C -1.3748 -1.1908 -0.5822
C -0.4342 -0.5867 -0.1425
C 0.8871 -0.0934 0.1311
Cl 2.2982 -0.9055 -0.8133
O 0.9666 1.2503 -0.0603
C 2.0293 1.9694 0.6244
H -3.0184 -1.8630 0.3888
H -3.0707 -2.3530 -1.4628
H -3.3861 -0.8119 -1.0310
H 1.0194 -0.3235 1.2297
H 1.6260 2.9776 0.5284
H 3.1177 1.8960 0.1973
H 2.1071 1.5864 1.6566
```

- HOMO level: -0.366 hartree
- Structure (SMILES): CC#C[C@@H](Cl)OC
- Kohn-Sham gap: 10.7 eV
- Molar mass: 118.56 u

=====

Relative energies, in kcal/mol, with the most stable structure set to zero: #one 0.0; #two 46.3.